# C16H53N11O9

C16H53N11O9 as an isolated structure in a non-equilibrium geometry (wB97M-V/def2-TZVPD, OMol25).

```
89
Properties=species:S:1:pos:R:3:forces:R:3
O 11.50670 16.49773 5.25421 -11.3 -2.2 1.5
O 16.67439 17.16033 -0.18958 -0.9 0.7 -2.4
O 13.30378 16.43559 0.73669 -1.2 -5.6 -3.6
O 12.70759 20.31678 3.58835 8.1 4.9 -6.7
O 13.41893 16.40379 5.38120 12.0 -0.9 1.3
O 12.15050 17.70541 3.61999 1.4 -3.6 -7.3
O 10.61941 19.77198 0.75886 -4.8 3.7 -14.2
O 8.31840 18.79617 4.72714 0.2 -0.7 0.3
O 13.04955 21.94573 1.41027 -1.6 3.0 1.1
N 11.56366 18.93900 -1.07447 -12.8 -2.3 -7.0
N 12.32239 18.13787 1.45078 -3.1 0.0 3.1
N 14.65398 17.98527 6.39909 2.2 -0.2 2.6
N 11.96214 20.92381 -0.55690 -1.8 2.8 -3.4
N 13.22771 18.71294 -0.49384 11.7 -0.9 -1.6
N 10.78390 19.16744 2.57739 1.1 -4.5 9.3
N 14.16379 20.74317 -0.12473 3.0 3.1 -1.0
N 13.86257 13.88509 3.46825 -0.6 -0.9 -0.9
N 11.67896 20.15380 5.06842 -10.9 3.7 11.4
N 12.95210 18.55972 5.22113 5.6 0.0 6.0
N 13.71020 19.87496 1.75416 4.5 -2.3 -1.8
C 9.36321 19.72235 4.63205 -1.2 -0.1 0.7
C 15.29409 19.22897 -1.56951 2.6 0.4 -1.4
C 7.16342 19.21547 4.07431 -1.0 -0.3 0.8
C 10.61033 18.94162 6.68824 -3.0 -1.2 1.2
C 11.31180 19.87278 -0.22134 -1.4 4.0 -1.9
C 13.41353 15.13772 1.31260 -0.3 -0.2 1.1
C 13.56682 17.57906 5.75270 4.2 -0.3 -1.9
C 14.53039 18.14166 -0.88726 2.4 -1.3 -1.2
C 14.10409 15.18481 2.75412 -0.2 -1.2 0.2
C 11.79068 18.31850 2.64131 -4.4 1.7 -6.2
C 15.34768 17.47953 0.21276 2.4 0.6 0.8
C 17.47587 16.73944 0.85463 0.2 -1.0 -0.3
C 12.65034 16.50069 -0.57397 -1.3 -6.1 1.3
C 10.66727 19.12410 5.22866 -1.1 2.5 2.1
C 13.61870 20.92527 1.06230 2.4 0.5 -0.8
C 15.62040 15.36092 2.65264 -1.1 0.6 0.5
H 11.98266 19.90771 4.06098 -1.6 0.5 -1.1
H 12.08727 17.43127 -0.64521 -5.6 -7.3 -1.2
H 14.32247 17.35131 -1.60852 0.9 0.7 -0.5
H 9.96990 18.06126 6.74211 0.7 -0.7 1.2
H 11.06381 18.24102 4.72763 -2.3 0.7 1.1
H 14.25070 19.76909 -0.37714 -0.9 2.6 1.7
H 16.24149 19.00697 -2.06066 -0.2 -0.6 0.2
H 16.04850 15.16613 3.63595 0.2 -0.3 -0.2
H 10.98017 18.12618 -1.21220 -1.5 0.8 -0.1
H 13.29008 19.97023 2.66768 1.0 -1.2 1.3
H 14.71376 19.84037 -2.26052 -0.4 -0.5 -0.7
H 13.65722 14.06500 4.44066 1.0 0.7 0.6
H 18.36141 16.30807 0.38790 0.2 0.2 0.3
H 14.70015 18.94333 6.71547 0.4 -0.4 0.0
H 14.21196 19.03836 1.49252 -0.1 1.3 -0.2
H 12.65575 17.88052 -0.48661 7.1 5.2 1.6
H 16.04548 14.75861 1.84975 -0.2 -0.8 0.5
H 9.98544 19.69330 7.17053 0.0 0.6 -0.1
H 15.33680 17.30643 6.70410 -0.3 0.2 0.3
H 13.04229 19.21987 -1.34751 4.7 -0.1 2.0
H 12.32176 20.85592 -1.49826 0.0 1.1 0.5
H 15.41204 19.98799 -0.79615 2.9 -0.7 -1.1
H 11.92693 15.69717 -0.71225 -0.1 -0.3 0.5
H 13.07132 17.46025 1.44415 -0.5 1.7 0.3
H 12.15206 19.11265 -1.87680 -3.6 -0.3 -1.0
H 13.66761 15.78397 3.55324 -0.1 1.6 -1.4
H 13.96207 14.53078 0.59230 0.3 -0.5 0.3
H 7.20247 19.31245 2.98933 0.6 0.3 -0.1
H 9.45983 19.89658 3.56041 -2.4 1.7 1.2
H 12.11427 21.75426 -0.00253 -0.1 0.4 0.7
H 16.90581 15.95757 1.35644 1.8 0.5 -0.5
H 12.39513 16.42494 5.60296 -3.8 -1.9 0.9
H 12.49615 19.80063 5.54546 -7.5 4.7 0.3
H 10.31729 19.40907 3.43994 2.6 -1.6 -1.9
H 12.53313 18.47148 4.30638 0.6 0.4 0.5
H 9.08072 20.70878 4.99983 0.0 0.1 0.9
H 13.39337 16.35544 -1.35813 -0.8 -0.2 0.3
H 11.55090 18.97295 7.23818 -0.1 -0.8 -0.3
H 12.00309 18.70210 0.67634 1.1 -1.7 3.1
H 11.62238 16.86329 4.37716 -0.9 -2.1 1.0
H 6.39267 18.46559 4.25241 0.1 -0.2 0.1
H 14.28858 21.40140 -0.88054 -0.2 0.5 0.8
H 13.20293 19.47865 5.55693 7.7 -3.8 0.2
H 15.93535 16.36379 2.36429 -1.0 0.0 1.0
H 12.37786 14.79891 1.33896 0.0 -0.5 0.5
H 11.44194 20.98298 5.59414 -0.8 0.7 -0.6
H 10.72442 19.61171 1.67229 0.3 0.0 6.6
H 12.89932 13.64028 3.28852 -0.4 -0.5 -0.9
H 14.83928 16.64233 0.69100 1.9 0.8 -1.0
H 12.28747 20.80379 2.87943 -0.7 1.4 0.3
H 17.71026 17.56157 1.53086 0.2 0.1 0.3
H 15.52147 18.22472 0.98902 -0.2 0.4 0.5
H 6.81105 20.11585 4.57754 -0.2 0.5 -0.4
```
Forces are in eV/Å.

orbital gap = 6.14 eV
energy above the lowest of the compared OMol25 structures with the same formula, charge and spin = 50.8637 eV
lowest unoccupied orbital energy = -0.5 eV
2S+1 = 1